Run P
DFT (wB97M-V/def2-TZVPD) results for a molecular structure, C8H10S.

Cartesian coordinates (Å):
H  -0.7744  1.0070  1.9408
H  0.4392  -2.0617  1.8606
C  2.0852  2.6057  -1.4680
C  -1.2005  0.8131  0.9944
C  0.0186  -0.1362  -1.0648
C  0.4597  0.9394  -0.0850
H  -1.8025  1.5309  0.5467
H  -2.1811  -1.2228  1.3179
C  0.6823  -1.5704  0.9431
H  2.9268  3.0892  -1.8644
H  1.4113  -2.3860  0.5765
C  1.2931  1.9652  -0.8176
H  -2.3616  -0.4288  -0.1647
H  -0.6047  -2.2278  -0.5998
H  -0.8557  0.2982  -1.7081
S  1.7331  0.0170  0.9932
C  -1.6221  -0.6211  0.5952
C  -0.4717  -1.2702  -0.1100
H  0.8251  -0.3408  -1.8859

## Properties
E_LUMO, eV: 0.87
HOMO, eV: -8.3
Total charge: 0



Run Q
DFT (wB97M-V/def2-TZVPD) results for a single C8H10S molecule.

Cartesian coordinates (Å):
H  -1.3177  0.8181  -1.9412
H  -2.7200  -0.8095  -0.0303
C  0.6333  -1.2785  0.9123
H  -0.7769  2.5424  -1.2794
S  -0.9508  0.7430  1.7086
H  -2.2222  1.8775  -0.8389
C  -0.5945  -0.6190  0.4011
C  1.8928  -0.8225  0.8241
C  -0.4120  0.8270  0.0076
H  2.6065  -1.6177  0.9648
C  2.5540  0.3359  0.2255
H  0.5679  -2.2252  1.4165
H  -1.9693  -2.3738  0.5025
C  -1.7162  -1.4235  -0.1179
H  1.8666  2.3362  -0.5364
H  3.6522  0.5195  0.0980
C  1.8151  1.3870  -0.0672
H  -1.6471  -1.7352  -1.1845
C  -1.2616  1.5184  -1.0653

## Properties
E_LUMO, eV: 0.40
HOMO, eV: -7.9
Total charge: 0



Most stable: run P



Run P
DFT (wB97M-V/def2-TZVPD) results for 9 unconnected molecules or ions with the total composition C5H30NO10.

Cartesian coordinates (Å):
H  0.1015  -0.3824  -0.8420
H  -3.3880  -1.5958  -0.4815
C  -1.7752  -1.3329  0.9309
H  3.7885  -2.0298  0.5463
N  0.5697  -2.4414  -0.8807
H  1.8394  0.3144  4.3449
O  3.0690  -1.5771  0.0858
H  1.1723  2.7959  -1.1006
H  -2.5519  -1.0826  1.6537
O  2.8781  1.3064  -1.3163
O  -0.8978  -2.3828  1.4091
C  0.6327  -1.0282  -2.8595
H  1.0503  1.8993  1.3206
O  0.3347  2.4336  -1.3479
H  -1.7875  -2.3341  -2.3968
H  1.8149  0.6295  1.7565
H  0.5303  -1.8663  -3.5446
H  0.3442  -3.3197  -1.3444
H  1.6033  -2.3605  -0.9136
H  2.5044  1.0582  -0.4250
C  -1.5541  -1.5069  -1.7101
H  -2.0053  -0.5320  -1.9625
H  -4.0608  2.0589  -0.1416
H  -0.8746  3.0979  -0.0747
H  3.4969  2.0081  -1.0589
H  -2.1182  2.5512  0.7255
H  -0.9016  2.7357  2.3250
H  0.0240  2.6840  -2.2047
O  1.2988  0.3745  3.5421
H  -0.8451  -2.3972  2.3614
H  -4.0908  1.0961  1.1394
C  -2.3296  -1.8354  -0.3965
H  0.5083  0.8633  3.8386
O  2.0701  -1.0746  -2.6735
O  -0.2795  2.3690  2.9871
H  2.3662  -0.3358  -2.0911
O  -3.5378  1.5254  0.4643
H  0.1839  3.1486  3.3466
H  0.4231  -0.0962  -3.3936
O  1.5471  1.1478  0.9768
H  -1.1505  -0.4502  0.7954
H  -2.2247  -2.9363  -0.4071
H  0.2723  -2.5044  0.1141
O  -1.4737  3.2823  0.6505
H  3.4858  -0.7587  -0.2189
C  -0.0628  -1.2190  -1.5286

## Properties
E_LUMO, eV: -2.31
HOMO, eV: -13.4
Total charge: +1



Run Q
DFT (wB97M-V/def2-TZVPD) results for 10 unconnected molecules or ions with the total composition C5H30NO10.

Cartesian coordinates (Å):
H  4.0270  -1.2539  -0.3953
H  -0.4318  3.9118  1.6041
O  -3.2782  2.0263  1.6876
C  -1.6878  -1.4281  -0.8046
H  3.1447  2.5114  -0.8977
H  -0.2693  -0.3529  2.8700
C  0.4926  -0.1960  2.1145
H  -0.1897  0.6879  -1.3943
H  -1.7181  1.2690  -0.9188
H  -2.3689  2.4118  1.7378
H  -5.0198  -2.9202  1.0589
H  -1.8215  -0.2030  0.9283
H  -1.2246  -1.3477  -1.7814
O  2.5447  1.7744  -0.7626
O  -0.6388  2.9826  1.7315
C  1.5788  0.5159  2.3741
H  -3.8855  2.6353  2.1336
H  2.3576  0.6918  1.6368
O  -3.0701  -1.2180  -1.0170
H  1.5488  1.2914  -2.2418
H  3.2161  -1.2248  -4.1558
H  -0.0408  2.6831  2.4234
H  1.0419  -0.7481  0.1013
H  -1.4975  -2.4248  -0.4419
H  0.1743  -1.9649  1.0053
O  -3.3530  1.6535  -1.0408
O  -4.4536  -2.1403  1.1552
H  4.6911  -3.0752  0.9796
N  -0.8072  0.8520  -0.5699
H  -3.5784  -1.6265  -0.2915
H  3.6249  -0.9061  -1.8689
H  1.7634  0.9715  3.3384
H  1.5402  -0.0514  -2.9898
H  3.1109  0.9702  -0.8102
O  3.9347  -2.4814  0.9707
C  -1.0747  -0.4095  0.1633
O  0.9677  0.6835  -2.7151
O  2.7050  -1.4457  -3.3583
H  -3.6498  0.7238  -1.1431
H  2.3395  -2.3336  -3.4805
C  0.2227  -0.8986  0.8079
O  3.9495  -0.5223  -1.0514
H  -3.5133  1.9158  -0.1156
H  3.9528  -2.0643  1.8322
H  -5.0126  -1.4743  1.5725
H  -0.3439  1.5488  0.0195

## Properties
E_LUMO, eV: -2.20
HOMO, eV: -12.9
Total charge: +1



Most stable: run Q



Run P
DFT (wB97M-V/def2-TZVPD) results for a single C3H2N2O2 molecule.

Cartesian coordinates (Å):
O  1.0324  -0.8257  0.4210
C  -0.6398  0.5137  -0.1768
C  0.0552  -0.6268  -0.5059
C  0.8519  0.2242  1.3085
N  -1.7804  0.9982  -0.1062
H  -1.7904  2.0018  0.0863
H  1.0164  -1.7214  -1.7151
N  1.0871  0.6898  2.3501
O  0.1676  -1.2538  -1.6620

## Properties
E_LUMO (spin up / spin down), eV: -1.03 / -1.03
HOMO (spin up / spin down), eV: -8.5 / -8.5
SMILES: N#COC(O)=C=N
Total charge: 0



Run Q
DFT (wB97M-V/def2-TZVPD) results for a single C3H2N2O2 molecule.

Cartesian coordinates (Å):
N  -1.7893  0.0288  0.1634
O  2.2295  -0.0281  0.0909
N  -1.0773  1.2319  -0.0821
O  0.2645  -1.1705  -0.1218
H  -1.5874  -1.9724  0.0379
C  0.2018  1.2038  -0.0263
C  1.0350  -0.0620  0.0177
H  0.7709  2.1443  -0.1555
C  -1.0818  -1.0432  -0.0255

## Properties
E_LUMO, eV: -0.44
HOMO, eV: -10.5
SMILES: O=c1cnnco1
Total charge: 0



Run R
DFT (wB97M-V/def2-TZVPD) results for 2 unconnected molecules or ions with the total composition C3H2N2O2.

Cartesian coordinates (Å):
H  -2.1893  0.9248  -0.4246
N  0.1618  -1.1646  0.4265
C  0.7108  -2.1865  0.6816
O  1.3384  -3.0753  1.0287
O  1.6439  2.0839  -1.2545
C  1.4100  2.3302  -0.1823
H  -0.7469  1.3000  0.0914
N  -1.2765  0.5482  -0.2484
C  -1.0522  -0.7606  -0.1183

## Properties
E_LUMO, eV: 0.81
HOMO, eV: -8.4
Total charge: 0



Run S
DFT (wB97M-V/def2-TZVPD) results for a single C3H2N2O2 molecule.

Cartesian coordinates (Å):
C  1.1742  -0.7693  0.1067
C  0.1246  1.1834  -0.1174
O  2.0565  -1.5528  -0.0081
H  0.2005  2.3412  -0.2081
H  -1.9300  0.7436  0.3087
N  -1.0540  0.3351  0.0867
N  1.3478  0.5894  -0.0646
O  -1.2659  -1.9613  -0.1272
C  -0.6538  -0.9094  0.0232

## Properties
E_LUMO, eV: -1.02
HOMO, eV: -9.4
SMILES: O=C1N=CNC1=O
Total charge: 0



Most stable: run S



Run P
DFT (wB97M-V/def2-TZVPD) results for a single C3H2N2O2 molecule.

Cartesian coordinates (Å):
C  -1.5852  2.4598  0.7962
O  1.3147  -0.6951  -1.3880
C  1.5279  -0.4133  -0.2488
H  -0.9396  -1.6225  -0.4556
C  -0.7265  0.1118  0.2428
H  2.4983  -0.4384  0.2614
O  0.5924  0.0096  0.6536
N  -1.4520  -0.7600  -0.2847
N  -1.2062  1.3719  0.5475

## Properties
E_LUMO, eV: 0.04
HOMO, eV: -11.7
Total charge: 0



Run Q
DFT (wB97M-V/def2-TZVPD) results for a single C3H2N2O2 molecule.

Cartesian coordinates (Å):
O  -0.4787  -1.0165  0.3736
C  -1.4480  -0.2282  -0.2736
H  2.5628  -0.0714  -0.2613
N  0.8229  -1.1561  -0.0994
N  0.9047  1.0906  0.4167
H  -2.2886  -0.1814  0.4322
C  -0.1729  1.4212  0.8024
O  -1.4070  0.2179  -1.3779
C  1.5048  -0.0761  -0.0127

## Properties
E_LUMO, eV: -0.19
HOMO, eV: -11.1
Total charge: 0



Run R
DFT (wB97M-V/def2-TZVPD) results for a single C3H2N2O2 molecule.

Cartesian coordinates (Å):
O  -0.9978  0.8134  1.5865
C  -0.1206  -0.6433  -1.8454
N  -0.5146  -1.2268  -2.7616
C  0.3440  0.0841  -0.6758
H  -0.3665  -0.9830  2.3376
N  0.7756  1.2568  -0.7725
H  1.0433  1.6426  0.1330
O  0.2641  -0.7101  0.4589
C  -0.4275  -0.2337  1.5393

## Properties
E_LUMO, eV: -0.26
HOMO, eV: -11.8
SMILES: [H]/N=C(/C#N)OC=O
Total charge: 0



Run S
DFT (wB97M-V/def2-TZVPD) results for 2 unconnected molecules or ions with the total composition C3H2N2O2.

Cartesian coordinates (Å):
H  1.0844  -1.1337  0.6110
H  -1.8154  1.0167  -0.4585
N  1.4398  0.0916  -1.1858
C  -1.2845  0.5035  0.2940
C  0.6715  -0.4042  -0.1716
O  2.6379  -0.1382  -0.9130
N  -2.0110  -0.6023  2.4322
C  -1.6722  -0.1731  1.3991
O  0.9494  0.8395  -2.0074

## Properties
E_LUMO (spin up / spin down), eV: -2.33 / -2.22
HOMO (spin up / spin down), eV: -10.5 / -10.8
Total charge: 0



Most stable: run R



Run P
DFT (wB97M-V/def2-TZVPD) results for a single C3H2N2O2S molecule.

Cartesian coordinates (Å):
H  -1.4147  -1.9694  0.4267
O  2.9764  0.2956  0.3430
C  -0.9896  -1.1282  -0.0221
N  -0.6262  0.8532  -1.1950
H  -2.4178  -0.2196  -1.5192
S  1.7101  0.8087  0.7160
N  0.4200  -0.3972  0.4588
C  -1.4435  -0.2055  -0.9265
O  1.4719  1.2583  2.0446
C  0.3134  0.7040  -0.3263

## Properties
E_LUMO, eV: -0.70
HOMO, eV: -10.2
SMILES: O=S1(=O)c2nccn21
Total charge: 0



Run Q
DFT (wB97M-V/def2-TZVPD) results for a molecular structure, C3H2N2O2S.

Cartesian coordinates (Å):
H  -2.8502  0.0381  0.0618
O  1.8011  -1.8133  -0.4791
C  -1.8698  0.3965  0.0223
N  0.3116  0.5188  -0.2270
N  -0.0179  1.7898  -0.1029
O  2.7349  -0.3074  1.1955
C  -1.2131  1.5572  0.1327
H  -0.4329  -1.3304  -0.3095
C  -0.7716  -0.3634  -0.1687
S  2.3078  -0.4858  -0.1250

## Properties
E_LUMO (spin up / spin down), eV: -2.85 / -2.85
HOMO (spin up / spin down), eV: -10.0 / -10.0
Total charge: 0



Most stable: run P